Formula: C19H22Cl2N6O3
Source: the Open Molecules 2025 dataset
Level of theory: ωB97M-V/def2-TZVPD

Properties
* DFT total energy: -2211.8801 Eh
* 2S+1: 1
* Kohn-Sham gap: 8.42 eV
* largest force on an atom: 0.648 eV/A
* SMILES: O=C(NNc1cc(N2CCOCC2)nc(N2CCOCC2)n1)c1ccc(Cl)cc1Cl
* total charge: 0

Geometry as XYZ:
```
52
Properties=species:S:1:pos:R:3:forces:R:3
O 2.210672 2.828003 1.127852 -0.01 -0.04 0.04
C 2.650788 2.276034 0.147847 0.02 0.15 -0.07
N 2.008063 2.307110 -1.064776 -0.38 0.17 -0.45
N 0.640437 2.604141 -1.083646 0.35 0.25 0.11
C -0.172600 1.654103 -0.466008 -0.21 -0.60 0.12
C -1.476560 1.956283 -0.111248 0.00 0.15 -0.09
C -2.225972 0.906984 0.438387 0.49 0.04 0.07
N -3.500602 1.062510 0.895861 -0.04 -0.06 0.05
C -4.390488 2.104871 0.437402 -0.23 0.08 -0.33
C -5.280714 1.555723 -0.687525 0.16 0.29 0.09
O -6.004758 0.426148 -0.258042 -0.15 0.03 0.02
C -5.141880 -0.595757 0.196392 0.21 -0.12 0.29
C -4.248977 -0.096941 1.337098 -0.24 -0.38 -0.11
N -1.683098 -0.303834 0.607244 -0.20 -0.10 0.00
C -0.415928 -0.478173 0.241148 -0.16 0.57 0.04
N 0.142557 -1.684948 0.484517 0.09 -0.20 0.02
C -0.641664 -2.822775 0.899626 -0.22 -0.35 -0.14
C -0.758117 -3.809387 -0.268765 -0.16 0.13 0.30
O 0.514149 -4.183851 -0.749913 0.05 -0.17 0.01
C 1.251409 -3.060885 -1.180071 0.20 0.30 0.13
C 1.435789 -2.048593 -0.043071 0.23 -0.23 -0.35
N 0.367442 0.448966 -0.317620 0.10 0.23 -0.15
C 3.968501 1.569365 0.091925 0.04 -0.09 0.18
C 4.908817 1.890917 -0.881159 -0.08 -0.07 0.14
C 6.134136 1.253408 -0.926167 0.10 -0.12 0.06
C 6.418318 0.269414 0.010409 -0.32 0.21 -0.06
Cl 7.938936 -0.538611 -0.036271 0.21 -0.12 0.00
C 5.495942 -0.078077 0.983565 -0.07 0.06 0.00
C 4.274751 0.578914 1.024634 0.15 0.15 -0.28
Cl 3.120859 0.130314 2.217315 -0.03 -0.19 0.24
H 2.268641 1.621878 -1.761869 -0.05 0.10 0.21
H 0.460880 3.556022 -0.781784 0.11 -0.20 -0.11
H -1.852930 2.955201 -0.238211 -0.08 0.11 -0.01
H -3.837254 2.972439 0.086598 -0.03 0.01 0.05
H -5.022337 2.405074 1.280552 0.05 0.06 -0.09
H -6.023102 2.294325 -0.994557 0.10 0.01 -0.02
H -4.648035 1.292342 -1.550481 -0.05 0.05 0.05
H -5.786946 -1.410475 0.528184 0.09 -0.01 -0.01
H -4.505460 -0.945786 -0.630897 -0.04 0.00 0.06
H -3.544706 -0.868230 1.641634 -0.18 0.04 0.05
H -4.871809 0.202344 2.186122 0.02 -0.05 -0.03
H -1.623934 -2.473488 1.212243 0.09 -0.13 0.04
H -0.131433 -3.310636 1.737705 -0.08 0.00 -0.02
H -1.247120 -4.732575 0.046008 -0.05 0.08 -0.01
H -1.341946 -3.343771 -1.078201 0.01 -0.03 0.06
H 2.214452 -3.442866 -1.522655 -0.03 0.09 -0.02
H 0.731780 -2.572038 -2.019241 0.06 -0.02 0.04
H 1.933586 -1.148607 -0.399933 0.05 -0.15 0.06
H 2.024394 -2.505490 0.760086 0.02 0.04 -0.07
H 4.680081 2.664918 -1.597866 -0.02 0.08 -0.07
H 6.863399 1.513918 -1.676174 0.08 0.01 -0.05
H 5.719609 -0.845885 1.705813 0.03 -0.08 0.06
```
Positions in Å, forces in eV/Å.